No. 1
{"formula": "C40H54BClIN9OSTi", "method": "ωB97M-V/def2-TZVPD", "elements": ["H", "C", "H", "H", "H", "C", "H", "H", "H", "C", "H", "N", "C", "C", "B", "C", "N", "C", "H", "H", "C", "H", "C", "C", "H", "N", "H", "O", "H", "H", "H", "N", "C", "N", "H", "H", "N", "H", "H", "C", "C", "H", "H", "H", "H", "C", "C", "N", "C", "H", "C", "H", "C", "I", "C", "H", "C", "S", "H", "H", "Cl", "C", "C", "H", "C", "N", "C", "C", "C", "C", "H", "C", "Ti", "C", "H", "H", "H", "H", "H", "H", "H", "H", "C", "H", "H", "H", "C", "H", "H", "C", "H", "H", "C", "H", "C", "C", "H", "C", "H", "C", "H", "H", "H", "C", "H", "C", "N", "H", "C"], "positions_angstrom": [[-4.5557, -1.6346, 3.7177], [1.4933, -1.4410, -3.2588], [-4.2061, 3.3226, -0.1109], [-1.6117, 3.5713, 5.0449], [-2.5465, 4.3801, 1.4910], [-0.8585, 3.2814, 4.3190], [-6.5868, 0.4843, 0.6105], [2.2829, -3.8005, 2.8636], [3.8084, 2.1282, 1.3469], [-1.4941, 3.1488, 2.9390], [3.4862, -3.9519, 1.5960], [5.7154, -1.0399, 0.4534], [6.6328, -1.1113, 1.4293], [2.5670, -1.6825, -5.4100], [-1.6233, 0.4574, 1.2107], [-2.1120, 0.2996, -2.3950], [-1.0358, -0.9359, 1.5067], [1.4747, -3.6387, -4.2222], [6.9042, -1.0396, 3.5554], [0.4178, -5.0615, -3.0234], [1.1086, -4.8625, 0.5910], [-1.6438, -2.1193, -3.5178], [1.2752, 2.5777, 0.5989], [-3.3996, 0.6743, -2.0615], [2.9430, -2.3474, 2.1196], [0.0148, -1.4363, 0.7800], [-2.3698, -2.5763, 4.0988], [1.3017, 0.5876, -2.2345], [2.6748, 2.0923, -0.9111], [-0.4115, 2.3453, 4.6431], [-0.0869, 4.0449, 4.3175], [-2.2083, 0.4620, -0.2190], [-5.7553, 0.2088, -0.0314], [0.8103, -1.8445, -2.1689], [7.6506, -1.2835, 1.1190], [-1.1266, -0.5890, 4.9195], [-0.5225, 1.5354, 1.2704], [1.9267, -2.9619, -0.0478], [2.1600, 5.0492, -0.2806], [1.7800, -0.0513, -3.2847], [1.8619, -2.2911, -4.3239], [-0.4797, -3.7342, 3.0401], [-3.9896, -2.3618, 2.2212], [0.9045, -5.3853, 1.5211], [-2.2348, 0.4727, 4.0556], [2.4978, 2.9065, -0.1875], [-0.4732, 2.6877, 1.9551], [0.5690, 1.4393, 0.4470], [-0.4910, -2.8795, 2.4002], [-3.0068, -1.4371, -4.3940], [-3.4311, 0.7767, -0.6779], [-1.4470, -1.5706, -5.1875], [-1.3450, -1.7942, 2.4972], [2.8306, 2.5455, -4.4195], [6.2165, -0.9783, 2.7347], [-1.3515, 5.2506, 2.4423], [-2.0758, 1.1043, -4.7480], [3.3419, -0.7648, -0.6054], [-0.4819, 0.1341, -3.7123], [-1.8408, 2.1070, -4.4088], [3.0636, -2.6637, -6.7326], [4.8406, -0.7711, 2.9366], [-2.4182, -1.6380, 3.5288], [-2.2880, 2.4012, 2.9890], [3.6934, 3.0254, 0.7549], [-1.3846, 0.1554, -1.2658], [2.8389, -0.3349, -5.4192], [4.3816, -0.8215, 0.7141], [-5.0237, 2.6162, -0.2333], [0.3571, -2.6055, 1.3317], [-5.4540, -0.8072, 0.2145], [-4.6024, 1.1984, 0.1527], [0.5382, -0.1562, -0.7748], [0.4299, -3.1096, -2.1188], [5.9877, -1.1371, -0.5184], [1.7269, -4.3315, -5.0116], [-2.4580, 0.6961, 1.9898], [0.2139, -4.9347, -0.0220], [-4.2987, 1.1996, 1.2035], [4.4458, -0.6693, 3.9383], [-5.3530, 2.6561, -1.2668], [3.3621, 0.0949, -6.2583], [2.4387, 0.5146, -4.3592], [-6.1125, 0.2178, -1.0576], [-2.8337, -0.5621, 5.3370], [3.5606, 3.8617, 1.4383], [1.5224, -3.4209, 0.8654], [0.9626, 4.3475, 1.8718], [4.6004, 3.2038, 0.1845], [0.7507, -4.0412, -3.1249], [-2.8741, 4.7817, 3.1751], [1.4327, 4.1535, -1.6137], [-1.5688, 0.0493, -3.7631], [-4.2089, 0.8633, -2.7310], [-1.9350, -1.3565, -4.2408], [0.6525, 3.3799, 1.5400], [-3.1496, 1.0333, -4.8881], [-2.1021, 4.4688, 2.4784], [3.1740, 4.4159, -1.5619], [2.2979, 4.2095, -0.9566], [-3.9878, -0.6101, 2.4140], [-0.1618, -3.3988, -1.2588], [-5.8513, 2.9383, 0.3914], [-3.8174, -1.5535, 2.9254], [-1.6129, 0.9535, -5.7179], [2.6294, -3.3724, 1.9272], [3.9641, -0.7111, 1.9766], [1.9132, -5.3910, 0.0898], [-2.1301, -0.5068, 4.5124]], "mulliken_charge": [0.510, 0.778, 0.295, 0.460, 0.273, -1.715, 0.455, 0.403, 0.294, 0.932, 0.523, -0.019, -0.150, 0.514, 0.043, -0.380, 0.769, -1.314, 0.454, 0.570, -1.919, 0.313, -0.630, -0.813, 0.450, 0.550, 0.538, -0.025, -0.717, 0.343, 0.392, 0.765, -1.672, 1.286, 0.508, 0.368, 0.590, -0.378, 0.307, -1.019, 0.224, 0.642, 0.365, 0.425, 0.102, 1.980, 0.091, 0.778, -0.784, 0.420, -0.172, 0.401, 0.261, 0.131, -0.943, 0.352, -1.816, -0.568, -0.700, 0.411, -0.216, -0.002, -0.113, -0.529, -1.621, 0.608, -0.396, 0.780, -1.533, -1.081, 0.343, 0.962, -0.093, -0.582, 0.268, 0.513, -0.647, 0.412, -0.368, 0.516, 0.354, 0.540, -0.525, 0.387, 0.492, 0.336, 2.289, 0.736, 0.469, -1.624, 0.461, 0.319, 2.280, 0.684, -1.533, -0.781, 0.392, -1.462, 0.451, -1.637, 0.061, 1.107, 0.454, -1.264, 0.439, -1.871, -0.493, 0.442, -1.260], "charge": 2, "spin_multiplicity": 1, "total_energy_ha": -4154.86365, "homo_lumo_gap_ev": 6.538}

No. 2
{"formula": "C40H54BF4N3P2S2Sr", "method": "ωB97M-V/def2-TZVPD", "elements": ["C", "H", "C", "H", "C", "H", "H", "C", "H", "C", "H", "C", "H", "C", "H", "H", "C", "H", "H", "N", "H", "F", "C", "C", "C", "C", "C", "C", "H", "H", "C", "C", "H", "H", "F", "C", "H", "C", "C", "H", "H", "C", "C", "N", "N", "C", "H", "C", "H", "H", "H", "S", "C", "C", "F", "H", "H", "H", "H", "H", "C", "H", "H", "H", "H", "S", "C", "C", "H", "H", "C", "C", "H", "C", "C", "H", "Sr", "F", "C", "H", "H", "H", "H", "H", "H", "P", "H", "H", "C", "H", "C", "P", "C", "H", "H", "H", "H", "C", "H", "H", "H", "H", "H", "B", "C", "C", "C"], "positions_angstrom": [[-2.9107, 5.5935, -0.9426], [-1.0889, -1.8067, -1.5561], [-1.3392, 3.7391, -1.0537], [0.2328, 0.2946, 4.4906], [-0.5396, -2.0162, 1.9576], [0.5388, 3.6801, -3.0731], [2.3085, -3.7079, 5.4777], [-1.8364, -1.4659, 2.1259], [-1.7483, 2.2056, 5.5955], [-3.5356, 1.0369, 1.8592], [-1.4319, -1.9779, -3.2575], [-4.8267, 0.4388, 2.4205], [1.1595, 3.3931, -1.4204], [3.8456, -1.2213, 3.8025], [1.0985, 2.0658, -2.5810], [-2.5994, 4.3798, -2.6658], [2.8514, -0.8743, 2.8920], [4.2617, -1.5535, -0.3558], [2.4452, 1.3351, 4.4765], [0.6078, -1.1897, 2.0546], [4.7918, -0.6932, 3.7594], [-3.1971, -1.7669, -0.8564], [2.2316, 0.4274, -5.9522], [3.6922, -2.2272, 4.7457], [-2.3069, 4.5553, -1.6398], [2.4784, -2.9128, 4.7583], [1.6091, -1.5736, 2.9028], [-1.9110, 2.0697, 4.5219], [1.2536, 1.8942, 3.2948], [0.5446, -3.1637, 3.9096], [-2.8117, -3.6518, 1.6927], [1.8478, -0.1482, -3.6050], [-1.0675, 0.4734, -5.2619], [2.2561, 3.0684, 4.1226], [-5.3834, -2.1671, -0.2877], [-0.0009, 0.3705, -5.1092], [4.6865, 3.2098, 3.7415], [0.4708, 0.0301, -3.8456], [2.6990, 0.0633, -4.6984], [-2.2256, 0.2773, -1.8658], [5.1406, 2.0775, 0.3068], [-1.5209, 5.0576, 0.9353], [-1.5728, 2.0580, -2.8576], [-0.7684, 2.6344, -1.7696], [-0.4368, -0.1657, -2.7584], [4.6983, 2.2388, 3.2354], [-1.2016, 5.2489, 1.9535], [-1.9025, 0.5777, 4.1791], [-3.6949, -4.2572, 1.5423], [-0.6945, -1.1818, 4.6437], [4.4885, -2.4726, 5.4362], [0.3973, 3.1031, 1.0497], [4.9237, -1.3950, 0.4946], [1.4709, -2.6071, 3.8669], [-4.1811, -3.7785, -1.4106], [-3.6379, 0.2158, -0.1496], [-3.4216, 2.0512, 2.2641], [-2.8211, 0.1079, 4.5529], [-2.7910, 1.7833, -0.0358], [3.1126, 2.7803, 1.8832], [-2.9425, -2.3139, 2.0079], [-2.9770, 6.6267, 0.9449], [5.5183, 2.2514, 2.5169], [0.5656, -3.7684, 1.4296], [-2.3783, 0.1969, -3.5840], [2.4718, -0.5936, -2.0264], [0.8697, 0.5816, -6.1710], [-1.7044, 0.5503, -2.7864], [-1.4253, -5.2098, 1.1775], [-3.6725, 6.1992, -1.4185], [4.8176, 0.0271, 1.0401], [-0.7146, -0.1114, 4.8399], [-0.7661, 0.0347, 5.9239], [-0.6807, -1.6048, -2.5487], [-0.8870, 4.0075, 0.2575], [-2.5868, 2.4538, -2.8459], [0.2881, 0.2321, 0.1066], [-4.8058, -1.8486, -2.4963], [-3.6238, 1.1874, 0.3435], [3.7636, -0.0539, -4.5322], [5.9458, -1.5692, 0.1410], [4.6721, 0.9104, -0.9311], [4.9300, 1.4882, 3.9945], [5.4784, 0.1083, 1.9088], [-4.5457, 1.7085, 0.0672], [3.1086, 0.4244, 1.6110], [-3.9360, -1.9079, 2.1109], [-5.1702, -0.3906, 1.8011], [2.2566, 2.0655, 3.6851], [2.9386, 0.5931, -6.7576], [-0.4271, -3.3700, 1.6037], [-1.8898, 0.3592, 2.3475], [3.3326, 1.9861, 2.6040], [0.2573, -2.1413, -2.6697], [-1.1149, 2.5960, 3.9867], [0.4862, 0.8596, -7.1454], [-1.1370, 2.3582, -3.8191], [-1.5422, -4.1747, 1.4775], [6.3142, 0.8879, -0.2637], [-4.7277, 0.0831, 3.4492], [-2.8541, 2.5551, 4.2659], [-5.6205, 1.1923, 2.4045], [4.6923, -2.1368, 1.2596], [-4.4007, -2.4041, -1.2770], [-2.5169, 5.8343, 0.3654], [0.5879, 2.9632, -2.2395], [5.2576, 1.0411, -0.0192]], "mulliken_charge": [-0.931, 0.192, -1.201, 0.156, -1.068, 0.299, 0.334, 1.324, 0.482, 0.350, 0.282, -1.954, 0.340, -0.037, 0.096, 0.479, 0.685, 0.141, 0.336, 1.572, 0.186, 0.059, -0.540, -1.000, -0.194, -0.938, -2.045, -1.612, -0.278, 0.351, -0.638, 0.268, 0.374, 0.541, -0.389, -0.310, 0.519, -0.914, -0.710, -0.856, 0.349, -0.726, -1.973, 1.839, 1.981, -1.735, 0.360, 0.302, 0.358, 0.256, 0.394, -0.174, -1.510, -0.416, -0.395, -0.556, 0.403, 0.484, -0.344, 0.642, -0.710, 0.350, 0.344, 0.559, 0.381, -0.283, -1.052, 0.313, 0.330, 0.384, 0.521, -1.782, 0.645, -1.061, 0.503, 0.718, 0.952, -0.419, -0.317, 0.383, 0.479, 0.106, 0.218, 0.479, 0.679, 1.271, 0.047, 0.423, -1.316, 0.331, -0.156, 1.959, 0.261, 0.316, 0.178, 0.369, 0.414, -0.930, 0.478, 0.315, 0.375, 0.434, 0.274, 0.138, -0.621, -1.047, -1.524], "charge": -2, "spin_multiplicity": 1, "total_energy_ha": -3655.46475, "homo_lumo_gap_ev": 6.421}